DFT (ωB97M-V/def2-TZVPD) results for a molecular structure, C29H57Br2ClLiMg2N3O15P2 in a non-equilibrium geometry.

```
112
Properties=species:S:1:pos:R:3:mulliken_charge:R:1
N 5.474 1.915 5.389 -0.62
C 4.553 1.110 4.549 -0.41
C 3.687 2.068 3.693 -0.87
C 2.870 1.255 2.654 1.13
C 3.726 0.416 1.716 1.74
C 3.720 -0.987 1.691 0.35
C 4.513 -1.735 0.826 1.48
O 4.458 -3.149 0.914 -0.78
C 5.353 -1.103 -0.103 -1.00
C 5.364 0.274 -0.075 -1.06
C 4.588 1.040 0.819 0.47
C 4.924 2.531 0.558 -0.03
O 4.294 3.526 0.708 -0.44
N 6.244 2.417 0.005 0.09
C 7.303 2.257 1.025 -0.25
C 8.393 1.242 0.654 -0.17
O 9.374 1.258 1.684 -0.52
C 6.147 1.319 -0.913 -0.28
O 6.523 1.252 -2.036 -0.47
H 5.489 1.495 6.314 0.27
H 6.410 1.744 5.020 0.16
H 5.151 0.402 3.951 0.32
H 3.857 0.567 5.222 0.31
H 2.952 2.538 4.366 0.56
H 4.261 2.861 3.197 0.25
H 2.146 0.558 3.174 -1.70
H 2.265 1.945 2.043 0.42
H 3.076 -1.534 2.388 -0.46
H 4.878 -3.361 1.765 0.41
H 6.004 -1.634 -0.808 0.06
H 6.870 1.948 1.995 0.13
H 7.813 3.228 1.136 0.36
H 8.919 1.488 -0.285 0.24
H 8.031 0.197 0.614 0.12
H 9.162 1.964 2.317 0.35
Li 6.146 -3.514 -0.283 0.95
O -0.609 -0.177 1.742 -0.52
P -2.028 -0.611 1.961 1.29
O -2.722 -0.092 0.542 -0.55
C -2.076 -0.229 -0.716 -0.18
C -2.475 -1.520 -1.407 -0.73
O -2.528 0.602 2.942 -0.39
C -1.607 1.457 3.596 0.32
C -1.317 2.690 2.766 -0.58
O -3.494 -1.319 2.352 -0.42
C -4.138 -2.310 1.547 0.25
C -3.428 -3.634 1.572 -1.58
H -0.990 -0.169 -0.631 0.17
H -2.394 0.619 -1.329 0.28
H -2.187 -2.390 -0.808 0.02
H -1.991 -1.601 -2.382 0.60
H -3.552 -1.560 -1.557 0.04
H -0.680 0.914 3.851 -0.55
H -2.063 1.754 4.542 0.55
H -1.036 2.435 1.744 0.17
H -0.515 3.280 3.211 -0.04
H -2.208 3.315 2.698 0.41
H -4.282 -1.940 0.531 0.04
H -5.141 -2.439 1.962 0.40
H -2.389 -3.518 1.293 0.40
H -3.896 -4.349 0.887 0.36
H -3.459 -4.054 2.571 0.43
C -0.303 8.341 0.950 -0.71
O 0.143 8.312 2.296 -0.38
C -0.550 7.357 3.085 -0.74
C 0.279 6.105 3.290 -0.44
O 0.466 5.394 2.070 -0.25
C 1.749 5.612 1.505 -0.68
H 0.413 8.927 0.374 0.25
H -0.364 7.338 0.521 0.29
H -1.281 8.829 0.890 0.33
H -1.519 7.113 2.639 0.32
H -0.735 7.819 4.059 0.41
H -0.260 5.437 3.970 0.43
H 1.242 6.350 3.749 0.35
H 2.504 5.065 2.080 0.20
H 2.005 6.673 1.481 0.40
H 1.741 5.227 0.486 0.23
Br 8.918 0.786 4.040 -0.53
Mg 1.143 -0.968 3.893 0.60
C -4.993 -3.164 -6.791 -0.50
O -6.093 -2.512 -6.124 -0.02
P -6.189 -2.720 -4.555 0.47
O -4.924 -2.382 -3.807 0.05
O -6.645 -4.210 -4.353 -0.22
C -7.722 -4.739 -5.158 -0.68
O -7.438 -1.866 -4.184 -0.34
C -7.739 -1.705 -2.774 -0.69
H -5.341 -3.486 -7.785 0.25
H -4.170 -2.461 -6.908 0.34
H -4.645 -4.045 -6.247 0.17
H -7.298 -5.313 -5.981 0.26
H -8.361 -3.951 -5.555 0.35
H -8.319 -5.399 -4.535 0.29
H -7.560 -2.632 -2.227 0.36
H -8.787 -1.440 -2.684 0.26
H -7.128 -0.906 -2.358 0.27
Br -1.364 -3.245 3.421 -0.38
C -1.533 -4.815 -5.536 0.12
O -2.152 -5.141 -6.534 -0.60
N -1.788 -5.259 -4.291 0.18
C -1.010 -4.829 -3.145 -0.99
C -2.877 -6.201 -4.090 -0.80
H -0.689 -4.107 -5.579 0.32
H -0.542 -5.698 -2.677 0.37
H -1.667 -4.342 -2.422 0.32
H -0.234 -4.129 -3.449 0.31
H -2.695 -7.100 -4.679 0.36
H -3.814 -5.752 -4.425 0.06
H -2.956 -6.464 -3.038 0.39
Cl -4.104 -0.623 -3.942 -0.03
Mg -6.547 -2.034 -8.329 0.37
```

The value obtained for the gap between HOMO and LUMO is 0.06189 Eh. As for the total charge: +2. Its total energy is -248437.1072 eV. The calculation puts the HOMO energy at -9.8 eV. The largest force on an atom comes out at 0.1457 Eh/bohr.

DFT (ωB97M-V/def2-TZVPD) results for 3 unconnected molecules or ions with the total composition C29H57I2N4O9S in a non-equilibrium geometry.

```
102
Properties=species:S:1:pos:R:3:mulliken_charge:R:1
C 0.302 -0.659 3.816 -1.53
C 0.412 0.180 2.580 0.22
I 1.516 1.919 2.978 0.13
C -0.078 -0.169 1.395 -0.76
I -0.913 -2.141 1.391 0.37
N -0.034 0.550 0.088 0.68
C 1.093 -0.150 -0.721 -0.98
O 2.305 0.242 -0.191 -0.26
C 3.172 -0.856 0.046 0.81
C 3.317 -1.228 1.381 0.33
C 4.124 -2.306 1.731 0.33
C 4.244 -2.710 3.177 -1.47
C 4.780 -2.987 0.711 -0.84
C 4.637 -2.589 -0.614 -1.08
C 3.827 -1.511 -0.989 0.00
C 3.709 -1.170 -2.457 0.36
C 3.695 0.336 -2.764 -1.59
C 2.473 -1.902 -3.079 -1.37
C 0.182 2.019 -0.049 -2.75
C -0.827 3.029 0.557 0.29
N -0.003 4.164 1.015 -0.59
N -1.585 2.559 1.709 -0.29
N -1.805 3.493 -0.457 -0.31
S -1.517 0.141 -0.972 1.63
C -3.008 0.255 -0.013 -1.12
O -1.295 -1.141 -1.564 -0.62
O -1.602 1.148 -1.984 -0.61
H -0.743 -0.828 4.056 0.47
H 0.824 -1.605 3.693 0.23
H 0.746 -0.156 4.666 0.49
H 0.962 0.158 -1.756 0.51
H 0.989 -1.220 -0.600 0.65
H 2.784 -0.700 2.153 0.10
H 5.268 -2.650 3.524 0.41
H 3.608 -2.074 3.787 0.30
H 3.859 -3.722 3.289 0.28
H 5.398 -3.838 0.956 0.47
H 5.157 -3.108 -1.405 0.45
H 4.569 -1.592 -2.966 0.87
H 4.136 0.506 -3.741 0.46
H 2.689 0.738 -2.810 0.26
H 4.287 0.881 -2.035 0.32
H 1.784 -1.197 -3.540 0.43
H 2.781 -2.593 -3.855 0.31
H 1.946 -2.441 -2.299 0.31
H 1.166 2.323 0.279 1.22
H 0.248 2.242 -1.112 0.50
H 0.623 4.490 0.291 0.26
H -0.595 4.912 1.347 0.31
H -1.490 3.214 2.473 0.33
H -2.568 2.570 1.460 0.29
H -2.301 4.266 -0.023 0.29
H -1.258 3.950 -1.181 0.36
H -2.842 0.346 1.053 0.34
H -3.510 -0.693 -0.185 0.54
H -3.614 1.045 -0.434 0.35
C -3.967 4.938 -2.803 -0.63
O -4.510 6.205 -2.511 -0.33
C -4.005 6.813 -1.339 -0.13
C -3.695 8.282 -1.532 -0.39
O -2.612 8.571 -2.397 -0.47
C -2.745 8.326 -3.790 -0.25
C -3.720 9.221 -4.523 -0.55
O -5.064 8.954 -4.162 -0.30
C -5.845 10.107 -3.921 -0.81
H -4.495 4.154 -2.249 0.24
H -4.088 4.757 -3.871 0.36
H -2.899 4.894 -2.570 0.22
H -3.097 6.301 -0.993 -0.07
H -4.771 6.726 -0.556 0.40
H -3.384 8.669 -0.557 0.43
H -4.590 8.838 -1.813 0.11
H -2.953 7.273 -3.989 0.06
H -1.754 8.531 -4.204 0.41
H -3.615 9.028 -5.598 0.38
H -3.462 10.269 -4.337 0.35
H -5.286 10.864 -3.362 0.38
H -6.703 9.805 -3.320 0.24
H -6.207 10.537 -4.860 0.31
C 2.907 -10.218 3.488 -0.81
O 2.633 -9.100 2.669 -0.27
C 2.091 -9.414 1.399 -0.55
C 0.948 -8.494 1.024 -0.15
O -0.233 -8.630 1.797 -0.45
C -0.233 -8.227 3.156 -0.38
C -0.118 -6.738 3.398 -0.45
O 1.167 -6.233 3.065 -0.28
C 1.156 -5.038 2.331 -0.82
H 3.886 -10.646 3.251 0.30
H 2.914 -9.879 4.524 0.24
H 2.139 -10.991 3.386 0.38
H 1.744 -10.452 1.365 0.35
H 2.885 -9.292 0.650 0.37
H 0.648 -8.762 0.008 0.43
H 1.279 -7.454 0.984 -0.06
H 0.510 -8.777 3.735 0.12
H -1.211 -8.532 3.535 0.42
H -0.282 -6.553 4.467 0.39
H -0.902 -6.217 2.835 0.24
H 0.376 -5.040 1.560 0.39
H 2.121 -4.944 1.830 0.14
H 1.018 -4.175 2.996 0.39
```

The value obtained for the gap between HOMO and LUMO is 0.27298 Eh. As for the total charge: +1. Its total energy is -82408.5842 eV. The calculation puts the HOMO energy at -10.7 eV. The largest force on an atom comes out at 0.0747 Eh/bohr.